8
Properties=species:S:1:pos:R:3:lowdin_charge:R:1 method="wB97M-V/def2-TZVPD" smiles="O=C(S)C(F)F" e_tot_ev=-20423.661 e_above_lowest_kcal_mol=0.00
O -0.52574 1.73923 -0.35792 0.0511
C -0.34182 0.57825 -0.16646 -0.7120
S -1.56321 -0.64594 0.23330 0.8767
C 1.14846 0.09582 -0.26241 -0.4136
F 1.63513 0.17717 1.00754 0.0639
F 1.16725 -1.13171 -0.71301 0.0839
H -2.56220 0.16263 -0.02033 -0.1261
H 1.71828 0.80499 -0.92663 0.1762

32
Properties=species:S:1:pos:R:3:lowdin_charge:R:1 method="wB97M-V/def2-TZVPD" smiles=Fc1ccc2nc(CCC#Cc3ccccn3)cn2c1 e_tot_ev=-23972.660 e_above_lowest_kcal_mol=4.42
F -6.38040 -1.32905 -1.17885 0.0589
C -5.22415 -1.01470 -0.56176 -0.2652
C -4.70429 -1.89980 0.40080 -0.0041
C -3.53259 -1.58123 1.03009 0.0146
C -2.88154 -0.38288 0.71042 -0.2797
N -1.77151 0.14635 1.19113 0.1586
C -1.60108 1.32106 0.55388 -0.2929
C -0.46758 2.23815 0.85931 -0.1319
C 0.49049 2.43116 -0.33550 -0.1898
C 1.56943 1.46835 -0.33710 -0.0061
C 2.49951 0.70552 -0.30586 0.0454
C 3.62073 -0.16264 -0.26508 -0.3104
C 3.47212 -1.50716 0.08995 -0.0185
C 4.59997 -2.30574 0.12598 -0.0720
C 5.83016 -1.74566 -0.18818 -0.0694
C 5.86834 -0.39998 -0.52562 -0.1488
N 4.80280 0.37379 -0.56641 0.1090
C -2.62614 1.53380 -0.35157 -0.0111
N -3.44621 0.45872 -0.25883 -0.0066
C -4.60101 0.15124 -0.89336 0.0328
H -5.24285 -2.80718 0.61819 0.1164
H -3.09009 -2.22283 1.77258 0.1181
H -0.88170 3.21195 1.13313 0.1150
H 0.07981 1.83935 1.71355 0.1185
H 0.93844 3.42820 -0.28616 0.1186
H -0.06399 2.35562 -1.27536 0.1144
H 2.49368 -1.89684 0.32532 0.1144
H 4.52450 -3.34956 0.39715 0.1048
H 6.73419 -2.33508 -0.17241 0.0978
H 6.80212 0.08925 -0.77431 0.1039
H -2.82039 2.34966 -1.01739 0.1244
H -4.99077 0.83816 -1.62773 0.1408

25
Properties=species:S:1:pos:R:3:lowdin_charge:R:1 method="wB97M-V/def2-TZVPD" smiles="C/N=C(/C(N)=[NH2+])[C@H](NF)[NH2+]C" e_tot_ev=-15558.644 e_above_lowest_kcal_mol=22.39 total_charge=+2
C -0.02003 -2.53357 -0.31944 -0.0827
N -0.18442 -1.33230 -0.92666 0.0683
C -0.28510 -0.14575 -0.43172 -0.1778
C -0.47028 0.75142 -1.56767 -0.2641
N -0.66032 2.05553 -1.47622 0.2559
N -0.50706 0.17713 -2.77227 0.2450
C -0.24382 0.12727 1.08576 -0.0916
N -1.42372 1.43110 1.34915 0.0679
F -2.46712 1.21084 0.42448 -0.0630
N 0.95129 0.62516 1.77285 0.0335
C 2.06981 -0.10830 1.15730 0.0219
H 0.35282 -3.29985 -1.07849 0.1523
H -1.01209 -2.96440 -0.27671 0.1316
H 0.31224 -2.65872 0.70409 0.0909
H -0.87163 2.50399 -0.57914 0.1274
H -0.97403 2.52290 -2.27878 0.1326
H -0.71738 -0.73320 -2.91761 0.0927
H -0.46652 0.75085 -3.60104 0.1588
H -0.73657 -0.69597 1.63815 0.1728
H -1.65516 1.26040 2.34861 0.1306
H 1.15836 1.71003 1.88219 0.2660
H 1.02563 0.27819 2.68704 0.1573
H 1.82760 -1.15500 1.33633 0.1027
H 2.01977 0.12354 0.07271 0.1250
H 2.97772 0.09870 1.76708 0.1461

47
Properties=species:S:1:pos:R:3:lowdin_charge:R:1 method="wB97M-V/def2-TZVPD" e_tot_ev=-58028.850
Bi -0.10174 0.06138 -1.31165 1.7489
C 3.48795 -0.45076 1.34276 -0.0611
C 3.74573 0.83343 1.79676 -0.0681
C 2.91718 1.87770 1.42260 -0.0311
C 1.82301 1.64935 0.58741 -0.2127
C 1.57419 0.35281 0.11843 -0.2974
C 2.40977 -0.68838 0.50066 -0.0993
C 0.89706 2.74915 0.21554 -0.2184
C 0.97966 4.04006 0.79962 0.0141
C 0.06492 4.98740 0.46475 0.0165
C -0.96134 4.69018 -0.46198 -0.1489
C -1.95255 5.62403 -0.83815 -0.0239
C -2.92622 5.27423 -1.72878 -0.0657
C -2.94365 3.97660 -2.28124 -0.0567
C -1.99495 3.05574 -1.93634 -0.0253
C -0.98164 3.39463 -1.01291 -0.2022
N -0.04717 2.46241 -0.65749 0.0137
H 4.12776 -1.27190 1.63888 0.1102
H 4.59111 1.02514 2.44402 0.1073
H 3.14053 2.87072 1.78651 0.1002
H 2.21729 -1.69182 0.14630 0.0854
H 1.75012 4.26198 1.52043 0.1039
H 0.10563 5.97398 0.91044 0.1250
H -1.92662 6.61639 -0.40524 0.1176
H -3.68700 5.98801 -2.01380 0.1084
H -3.71912 3.70792 -2.98614 0.1111
H -2.01572 2.06291 -2.36649 0.0763
N -5.74021 0.54572 3.74768 0.1556
C -4.88006 0.43240 2.99436 -0.1818
C -3.80163 0.30546 2.05052 -0.2284
C -2.50363 0.63147 2.43919 -0.0208
C -1.47138 0.52114 1.52401 -0.1127
C -1.72086 0.08576 0.22671 -0.3645
C -3.01680 -0.24596 -0.14949 -0.1291
C -4.06018 -0.13843 0.75782 -0.0165
H -2.31309 0.96278 3.45120 0.1204
H -0.46327 0.76262 1.83978 0.0967
H -3.22492 -0.61927 -1.14401 0.0948
H -5.06922 -0.40186 0.47127 0.1224
F -1.35363 -4.68446 1.04577 0.1475
C -0.50408 -3.70744 0.74277 -0.6691
F -0.81778 -2.63031 1.47319 0.1270
F 0.73028 -4.08840 1.08380 0.1334
S -0.57808 -3.32442 -1.05545 0.4951
O -0.10189 -4.50600 -1.69728 -0.2521
O -1.92096 -2.87524 -1.30106 -0.2963
O 0.40343 -2.19654 -1.13671 -0.5495